# 1
10
Properties=species:S:1:pos:R:3:forces:R:3 method="wB97M-V/def2-TZVPD" homo_energy_ev=-2.3 gap_ev=6.370 de_lowest_kcal_mol=36.2 total_charge=-1
C -1.967 -0.682 0.724 0.379 1.929 -0.285
C 1.253 -0.179 -0.186 0.153 0.336 0.222
C 0.002 0.656 -0.244 -0.501 -0.715 0.588
O -1.432 -1.713 0.712 0.410 -1.422 0.046
O -2.769 0.159 0.874 -0.448 -0.131 0.099
F 0.531 1.903 0.175 -0.544 1.041 0.184
F -0.280 0.864 -1.613 0.083 0.273 -0.528
H 2.096 0.524 -0.182 0.246 -0.240 -0.229
H 1.245 -0.686 0.770 0.202 -0.514 0.062
H 1.321 -0.845 -1.030 0.019 -0.557 -0.160

# 2
18
Properties=species:S:1:pos:R:3:forces:R:3 method="wB97M-V/def2-TZVPD" homo_energy_ev=-2.6 gap_ev=6.818 de_lowest_kcal_mol=43.5 total_charge=-1
O 1.067 -0.583 1.549 0.016 0.092 -0.040
C 0.998 0.092 0.441 0.704 0.091 0.193
C 1.512 -0.658 -0.810 -0.841 -0.086 -0.691
C 1.367 0.152 -2.118 -0.230 -0.369 0.879
H 1.544 1.087 0.431 -0.148 -0.085 0.102
H 0.864 -1.541 -0.933 0.146 -0.014 0.206
H 2.523 -1.028 -0.643 0.133 0.149 0.125
H 0.331 0.495 -2.112 0.038 0.057 -0.299
H 1.535 -0.507 -2.970 0.171 0.285 -0.234
H 2.003 1.039 -2.127 0.174 -0.090 -0.186
C -1.414 -0.089 0.848 1.018 0.597 -0.627
O -0.400 0.566 0.079 -0.514 -0.233 0.172
C -2.733 0.522 0.411 -0.091 -0.017 0.042
H -1.185 0.084 1.900 -0.252 -0.156 0.124
H -1.343 -1.160 0.655 -0.305 -0.228 0.202
H -3.499 0.474 1.189 0.017 -0.046 0.049
H -3.143 0.044 -0.481 0.094 0.009 -0.065
H -2.539 1.569 0.171 -0.131 0.043 0.048

# 3
17
Properties=species:S:1:pos:R:3:forces:R:3 method="wB97M-V/def2-TZVPD" homo_energy_ev=-7.3 gap_ev=8.206 de_lowest_kcal_mol=126.3 total_charge=0
C -1.128 1.142 -1.054 -0.366 0.175 0.066
N -1.239 0.321 0.062 0.275 -0.023 0.081
C -1.239 -1.147 0.111 -0.153 -0.253 -0.072
C -0.261 -0.252 0.731 -0.238 0.140 0.116
C 1.306 -0.087 -1.044 0.330 -0.003 -0.134
C 0.632 0.012 1.879 0.024 0.007 0.002
H -0.827 2.160 -0.796 -0.038 -0.162 -0.086
H 0.158 0.437 -1.277 0.292 -0.113 -0.013
H -1.951 1.087 -1.762 -0.056 -0.033 0.192
H -0.930 -1.680 -0.797 -0.014 0.113 0.175
H -2.072 -1.597 0.652 0.056 0.132 -0.109
H 1.641 -0.983 -0.508 -0.188 0.133 -0.111
H 1.921 0.758 -0.720 0.034 -0.121 -0.063
H 1.502 -0.272 -2.105 0.192 0.025 0.045
H 1.207 -0.887 2.123 -0.100 0.139 -0.071
H 1.336 0.823 1.663 -0.141 -0.109 0.029
H 0.041 0.286 2.761 0.090 -0.046 -0.046

# 4
4
Properties=species:S:1:pos:R:3:forces:R:3 method="wB97M-V/def2-TZVPD" homo_energy_ev=-3.7 gap_ev=7.221 de_lowest_kcal_mol=29.7 total_charge=-1
C -0.189 -0.360 0.407 1.512 -0.409 -0.320
O -0.683 0.116 1.315 -1.578 1.349 0.994
F 0.154 1.564 -1.301 -0.184 -0.306 0.399
S 0.717 -1.321 -0.421 0.250 -0.635 -1.073